No. 1
Computed, not measured: a cluster of 5 separate species, C26H54NO7 in total in a non-equilibrium geometry, with ωB97M-V/def2-TZVPD.

As for the energy relative to the best compared isomer or geometry (same formula, charge and spin): 12.353 eV. As for the spin multiplicity: 1. The charge is +1. The calculation puts the lowest unoccupied orbital energy at -0.2075 Eh. For the HOMO energy, the calculation gives -0.4042 Ha.

Element x y z (Å)
C (1.79806, -0.70319, 2.71583)
H (1.56666, 1.94923, -9.31683)
H (-1.52078, -0.79043, 5.58842)
H (-0.85867, 3.58293, 2.82069)
H (-7.82355, -1.59784, 3.62227)
H (-0.62730, 5.56067, 0.33310)
H (0.89424, 0.66497, 5.99760)
C (-0.81554, -1.64802, 3.38291)
C (0.76326, 0.06833, 4.99244)
N (1.91367, 0.09108, 4.00898)
H (2.81335, 0.62625, 4.19704)
O (0.58112, 4.60784, 1.72860)
H (-9.45228, -2.19562, 3.94048)
C (-0.65493, -0.77844, 4.77802)
H (5.01092, -1.22616, -7.53639)
H (3.22684, -4.58393, 4.63746)
C (-7.02596, -4.22210, 3.09661)
H (-5.41858, -2.98157, 3.86947)
O (-2.82398, -3.25813, 3.91720)
C (-8.49058, -1.96238, 4.40944)
H (-8.63454, -1.15052, 5.12844)
H (-6.93557, -2.97486, 5.53275)
H (-0.08538, 0.75654, -3.72378)
H (-2.08309, -3.58396, 1.23854)
H (0.19444, 0.12292, -8.25936)
H (1.48926, 0.57978, -4.53707)
H (5.03096, -2.70982, 0.96500)
C (-5.56357, -3.96724, 3.41788)
H (-1.62681, 7.16973, 2.00346)
C (2.01514, 0.98811, -9.04587)
H (-0.21799, 2.78644, -0.08267)
H (-8.57401, -3.45738, 5.93378)
H (4.06626, -0.48834, 2.00466)
H (-1.98191, 5.49707, 2.45339)
H (4.56324, -1.98885, 3.57007)
H (1.07988, 1.79666, -1.73921)
H (-0.70601, 6.37081, 3.30192)
H (5.15396, -3.76660, 3.35899)
H (0.54854, 2.66601, 2.31175)
H (3.67946, 0.36175, -6.24009)
H (1.56274, 3.94975, -2.18517)
H (1.99387, -3.82043, 3.31788)
H (1.59865, 0.15142, -2.05893)
H (2.77691, 0.77555, -9.80252)
H (1.34113, -1.06978, -8.87088)
O (-7.84913, -4.33372, 4.25429)
C (-0.15675, 5.75133, 1.30275)
H (2.58255, -0.76463, -7.01986)
H (0.41383, -0.09009, -10.01397)
H (2.64008, -2.79518, 4.76208)
H (-7.10609, -5.17673, 2.56637)
C (0.92300, 1.17184, -3.81044)
H (-7.42066, -3.45633, 2.42052)
C (-7.91810, -3.18763, 5.09991)
C (3.25811, 2.86779, -3.00672)
H (-4.95859, -4.01077, 2.50763)
C (2.96443, -3.64096, 3.98468)
C (-0.90483, 2.90012, 0.76249)
H (3.77181, -4.12395, 1.16263)
C (-2.11033, -2.57795, 2.97905)
O (2.98736, 1.55422, -2.52555)
H (4.34726, 2.98020, -3.00420)
H (-1.36391, 1.93113, 0.97866)
H (0.35208, -2.23900, 1.34146)
H (2.73878, 0.00538, 0.76121)
C (0.92812, -0.07213, -9.04858)
O (2.62302, 1.17260, -7.76923)
C (4.45773, -0.44183, -8.06103)
H (4.11471, -0.85440, -9.01425)
H (-1.69858, 3.58409, 0.44841)
C (3.01901, -0.79457, 1.57646)
O (2.94700, -2.15962, 1.02856)
C (-0.17011, 3.42433, 1.98403)
O (-2.50245, -2.72573, 1.54134)
C (-1.17593, 6.22576, 2.32349)
H (2.94479, 3.83258, -1.09585)
C (2.65572, 3.96297, -2.14389)
H (0.83397, 2.18521, -4.21372)
C (0.44249, -1.60483, 2.33253)
H (2.93742, 2.96557, -4.04925)
C (1.61571, 1.17015, -2.45919)
H (0.57494, 6.54958, 1.14232)
C (4.04172, -3.01542, 1.51410)
H (-5.18852, -4.71081, 4.12880)
C (3.29418, 0.04463, -7.21471)
H (5.14147, 0.38253, -8.28885)
C (4.23938, -3.03066, 3.14348)
H (2.99177, 4.94666, -2.48428)



No. 2
Computed, not measured: a structure of composition C26H55BCaClFN6O16PS in a non-equilibrium geometry, with ωB97M-V/def2-TZVPD.

As for the spin multiplicity: 1. The charge is -1. The calculation puts the lowest unoccupied orbital energy at -0.0537 Eh. For the HOMO energy, the calculation gives -0.0927 Ha.

Element x y z (Å)
O (0.55057, -2.57623, -5.74542)
H (-8.36851, 1.91823, 2.76058)
C (2.46133, -5.23790, -3.29867)
H (-2.71658, 2.31782, -0.18102)
O (7.10372, -4.58035, -1.21976)
H (0.60667, 0.13950, 1.92936)
N (6.82925, -4.55392, -2.40501)
H (-0.86450, -0.52016, 2.59790)
H (-7.94209, 6.05543, 1.68551)
H (7.38252, 0.99654, 6.52065)
O (2.95769, -4.16504, -2.64785)
H (8.20063, 0.21266, 0.00028)
C (5.79995, -5.51922, -2.88482)
H (-1.52421, 1.02861, 0.89453)
H (4.88730, -5.31220, -2.34596)
H (6.34954, -1.29733, -0.61319)
H (-9.54009, 5.43608, 2.06661)
H (-1.87083, 1.81025, 2.50238)
H (6.38368, -0.40558, 6.71849)
C (1.37902, 2.22224, 0.49069)
H (0.54220, -4.37279, -6.83871)
H (-6.52056, 0.87555, -1.67264)
H (-3.06695, -6.61450, -4.13042)
H (-9.11308, 3.62357, 0.49983)
H (-2.94033, 4.51571, 2.86421)
H (5.36247, -1.01453, 2.87709)
H (2.93463, 6.23297, 1.94180)
O (4.03458, -1.53548, 0.62956)
O (-3.45773, 4.75809, 2.08645)
H (5.65902, -5.37955, -3.94785)
H (1.35908, -2.60961, -0.41510)
H (-8.34529, 5.64244, 3.36121)
C (-3.00961, 3.35429, -0.01907)
H (-1.03264, -3.81261, -6.37974)
C (7.10804, -0.20702, 1.84806)
H (3.07827, -2.52177, -0.81220)
H (-2.94919, -7.41821, -1.30735)
O (3.14004, -6.07991, -3.80874)
C (-8.48044, 5.34946, 2.31938)
Ca (-8.79538, 4.02477, -1.56173)
H (1.95191, -1.33362, -1.45444)
P (0.02063, 2.93210, 1.50733)
C (2.07746, -2.38826, -1.20833)
C (0.03473, -3.78029, -6.02909)
H (-9.79780, 2.93735, 2.71387)
N (-2.90696, 5.91832, -1.60024)
B (-3.79867, 3.62206, 1.34462)
C (5.19873, 1.37086, 5.75914)
H (1.78335, -2.62281, -3.33893)
H (-3.70345, 3.59252, -0.83645)
C (-1.57447, -7.01782, -2.63154)
H (-0.23722, -3.75830, -2.67425)
H (5.37281, 0.76172, 2.74510)
F (-2.73546, 7.10581, -2.20666)
H (1.96395, 2.98925, -0.01223)
C (1.24833, 5.55861, 0.59596)
C (-1.10237, 1.49412, 1.78787)
H (7.06435, 1.47347, 0.48661)
H (0.98962, 1.56078, -0.29307)
H (-3.04457, -8.28513, -3.58150)
H (5.52486, 2.10927, 5.00099)
O (1.11235, -5.23416, -3.29258)
C (2.14613, 5.91313, 1.30229)
H (-8.60372, 3.15696, 4.00625)
H (-0.91356, -7.83337, -2.31807)
H (0.58480, -4.66902, -1.38242)
N (-5.15355, -0.52872, -0.93747)
N (-0.71225, 4.16743, 0.46870)
H (-6.84684, 0.27549, -0.01582)
C (-6.08483, 0.61044, -0.71332)
C (6.11214, -0.25884, -0.38065)
C (-0.28262, 0.39819, 2.50787)
H (-3.78024, 5.45234, -1.76041)
O (-8.14998, 3.58122, 0.69160)
H (-6.91964, 3.87738, 2.29585)
O (-5.63057, -1.54191, -1.39620)
H (0.02051, -4.52112, -5.19536)
H (5.87094, 0.28308, -1.29261)
C (-8.73024, 2.93034, 2.94729)
N (-0.75562, 6.08948, -0.68933)
H (7.45948, -1.24060, 1.83104)
O (7.02741, -0.05834, 4.84239)
N (-1.91945, 4.29409, -0.13924)
C (-7.98434, 3.93199, 2.08427)
C (0.70522, -4.20759, -2.36784)
H (0.03790, 0.71358, 3.50345)
C (5.63147, -0.17190, 2.24658)
C (-1.92982, 5.41090, -0.84596)
H (7.71722, 0.33251, 2.56726)
S (4.69798, -0.25737, 0.71427)
H (-4.62892, 2.84232, 2.82935)
C (6.67995, 0.34780, 5.96486)
O (4.88369, 1.76874, 6.88945)
H (2.01416, 1.60493, 1.11778)
C (-2.40844, -7.42938, -3.82898)
O (3.98104, 0.98793, 0.54577)
H (-1.77315, -7.69890, -4.67360)
C (1.85646, -3.24692, -2.44363)
O (7.32826, -3.80279, -3.21660)
O (-4.77657, 2.79982, 1.87580)
H (-5.52368, 1.44031, -0.29978)
H (4.51561, 0.68618, 5.22001)
C (-0.07093, 5.30421, 0.09935)
Cl (-0.73097, 3.78038, -2.51722)
C (7.22093, 0.39268, 0.44048)
O (-3.98732, -0.36347, -0.64321)
H (6.16678, -6.51868, -2.66813)
O (-2.41258, -6.65250, -1.53033)
H (-0.96252, -6.15858, -2.87729)